Molecular formula: C6H12O
Method: DFT, the ωB97M-V functional and the def2-TZVPD basis

```
! wB97M-V def2-TZVPD RIJCOSX def2/J DEFGRID3
* xyz 0 1
C -2.46353 -0.83559 0.34143
C -1.12534 -0.98038 -0.37163
C -0.09933 -0.01972 0.22532
C -0.26376 1.59498 -0.47959
O -0.28325 2.69219 -0.00103
C 1.28404 -0.12230 -0.34922
C 2.42921 0.71355 0.21489
H -3.24715 -1.40473 -0.16555
H -2.40208 -1.19378 1.37572
H -2.76349 0.21726 0.36476
H -0.83002 -2.04454 -0.38938
H -1.22125 -0.67555 -1.42173
H -0.11998 0.12316 1.31664
H 0.53587 1.21504 -1.30367
H 1.45518 -0.68476 -1.26879
H 1.02910 -0.99520 0.42369
H 3.23956 0.84064 -0.51036
H 2.84323 0.19912 1.08609
H 2.11253 1.71452 0.53439
*
```

**Kohn-Sham gap**: 9.72 eV
**F_max**: 4.145 eV/Å
**DFT total energy**: -8460.4173 eV
**E_HOMO**: -8.654 eV
**Lowest unoccupied orbital energy**: 1.1 eV

Molecular formula: C6H13ErO3
Method: DFT, the ωB97M-V functional and the def2-TZVPD basis

```
! wB97M-V def2-TZVPD RIJCOSX def2/J DEFGRID3
* xyz 2 4
C 0.97760 -2.34570 1.96016
O 0.36189 -1.65686 0.89124
C -0.99833 -1.19699 1.08500
C -1.45455 -0.63100 -0.23585
O -2.02552 0.66539 -0.11288
C -1.73503 1.42948 -1.26047
C -0.30581 1.91842 -1.12900
O 0.53779 0.83047 -0.76010
H 1.98866 -2.60564 1.62954
H 1.02558 -1.67939 2.83328
H 0.41270 -3.26360 2.17845
H -0.99004 -0.45706 1.90060
H -1.57615 -2.10763 1.30507
H -2.32484 -1.23394 -0.55585
H -2.39089 2.30980 -1.24191
H -1.87798 0.89605 -2.21415
H -0.19363 2.50992 -0.20785
H 0.01572 2.47875 -2.01550
Er 0.69293 -1.22482 -1.19498
C 2.18442 1.23740 -0.75533
H 2.24043 1.57293 0.28777
H 3.06710 0.58620 -0.83032
H 2.36795 1.96783 -1.55691
*
```

**Kohn-Sham gap (spin up / spin down)**: 7.05 / 7.14 eV
**F_max**: 5.356 eV/Å
**DFT total energy**: -40175.4160 eV
**E_HOMO (spin up / spin down)**: -16.107 / -16.135 eV
**⟨S²⟩**: 3.754
**Lowest unoccupied orbital energy (spin up / spin down)**: -9.1 / -9.0 eV

Molecular formula: C3H10NS
Method: DFT, the ωB97M-V functional and the def2-TZVPD basis

```
! wB97M-V def2-TZVPD RIJCOSX def2/J DEFGRID3
* xyz 1 1
C -0.94908 -0.91820 1.86943
C -0.36077 -0.75917 0.49727
N 1.12740 -0.92275 0.54419
C -0.70069 0.64602 -0.11093
S 0.28267 1.00258 -1.57889
H -0.72777 -1.90114 2.28874
H -2.02586 -0.78774 1.87807
H -0.49665 -0.32964 2.68409
H -0.78544 -1.57542 -0.08848
H 1.60697 -0.40831 -0.22411
H 1.54352 -0.58806 1.42099
H 1.42042 -1.87706 0.30052
H -1.76804 0.75729 -0.23747
H -0.40015 1.31194 0.70354
H 0.00940 2.28999 -1.73571
*
```

**Kohn-Sham gap**: 9.98 eV
**F_max**: 1.771 eV/Å
**DFT total energy**: -15591.6971 eV
**E_HOMO**: -13.577 eV
**Lowest unoccupied orbital energy**: -3.6 eV

Molecular formula: C4H8O4
Method: DFT, the ωB97M-V functional and the def2-TZVPD basis

```
! wB97M-V def2-TZVPD RIJCOSX def2/J DEFGRID3
* xyz 0 1
C -0.06632 -1.17179 1.28903
C 0.20930 0.16346 0.63956
C 1.61544 0.68402 0.74104
O -0.74719 0.96879 0.46681
H -0.98496 -1.58630 0.87538
H -0.23669 -0.99381 2.35244
H 0.76773 -1.86182 1.17497
H 1.69846 1.64659 0.24305
H 1.89123 0.77761 1.79127
H 2.30160 -0.01358 0.26368
O -2.16811 -0.47579 -1.31182
C -1.21468 0.24141 -1.42781
O 0.14158 -0.34321 -1.51188
O -1.17171 1.45098 -1.99367
H 0.03340 -1.30119 -1.61784
H -2.06907 1.81463 -1.97422
*
```

**Kohn-Sham gap**: 10.31 eV
**F_max**: 3.788 eV/Å
**DFT total energy**: -12467.0130 eV
**E_HOMO**: -9.691 eV
**Lowest unoccupied orbital energy**: 0.6 eV

Molecular formula: C14H22Cl2INO8S
Method: DFT, the ωB97M-V functional and the def2-TZVPD basis

```
! wB97M-V def2-TZVPD RIJCOSX def2/J DEFGRID3
* xyz 0 1
H 3.39368 0.27809 0.08346
N 3.73876 1.26217 0.04846
C 3.10639 1.88073 -1.01222
C 2.01265 1.19254 -2.01925
C 0.54872 0.87379 -1.34121
C 0.58937 -0.69736 -0.85622
C 0.17551 -1.77572 -2.05182
C 0.75024 -3.31455 -1.73541
C 0.97695 -3.60524 -0.13689
O 1.48414 -5.01241 -0.01684
C 2.11436 -5.08705 1.33662
O 3.43746 -5.23548 1.54116
O -0.32367 0.85551 -2.56297
S -1.95489 1.11012 -2.13998
O -2.78427 2.17038 -2.95760
O -2.93470 -0.08781 -2.11566
O -1.65704 1.73990 -0.57297
C -0.19737 2.00323 -0.41960
I -0.03049 3.96875 -1.45054
C 0.36486 2.37684 1.07118
C -0.47903 1.70522 2.31807
C -0.59344 2.89758 3.48545
C 0.89890 3.43314 3.97149
O 1.59195 4.39826 3.31366
O 1.56115 2.87539 5.18321
H 3.42306 3.01582 -1.20367
H 2.40281 0.19463 -2.50355
H 1.83161 1.97116 -2.90576
H 1.72941 -0.94805 -0.60583
H -0.05482 -0.90659 0.10123
H -0.99630 -1.86099 -2.11446
H 0.66288 -1.49558 -3.10506
H 1.82851 -3.35818 -2.24031
H 0.10658 -4.12991 -2.27642
H -0.02822 -3.44719 0.44099
H 1.82577 -2.93038 0.35812
H 1.43490 -5.07031 2.29982
H 1.50154 2.16756 1.24980
H 0.22676 3.55667 1.19187
H 0.10405 0.82181 2.84743
H -1.59260 1.43869 2.04553
H -1.19905 2.55188 4.42701
H -1.16379 3.83863 3.04136
H 2.05182 3.64659 5.60571
Cl -7.03048 -0.69868 -0.88387
C -5.92263 -1.83637 -1.66076
Cl -5.54729 -3.19113 -0.58902
H -6.38863 -2.22135 -2.57103
H -4.99609 -1.31477 -1.91267
*
```

**Kohn-Sham gap**: 9.46 eV
**F_max**: 9.174 eV/Å
**DFT total energy**: -76714.1288 eV
**E_HOMO**: -9.956 eV
**Lowest unoccupied orbital energy**: -0.5 eV

Molecular formula: C38H53As2BrN3O10P2SZr
Method: DFT, the ωB97M-V functional and the def2-TZVPD basis

```
! wB97M-V def2-TZVPD RIJCOSX def2/J DEFGRID3
* xyz 1 1
Zr -0.18551 0.00843 0.33756
C 0.02943 1.18250 4.36526
P 0.36394 -0.23200 3.26254
C -1.02092 -1.35183 3.77817
N -0.79631 -2.21552 4.73154
C -1.81718 -3.01336 5.14686
C -1.60016 -3.95096 6.18163
C -2.63365 -4.73627 6.60310
C -3.91616 -4.62544 6.01316
C -4.14569 -3.73201 5.00769
C -3.08993 -2.90731 4.55799
N -3.30267 -2.02926 3.54257
C -2.31466 -1.26870 3.15323
P -2.67005 -0.21486 1.66953
C -3.69518 -1.38318 0.71466
C -3.87085 1.11818 2.17156
C -4.06750 1.98046 0.91592
C -5.21623 0.53946 2.62860
C -3.28791 1.98096 3.28914
C 1.95021 -0.89576 3.98294
C 2.21926 -2.28842 3.40965
C 3.02028 0.10849 3.50958
C 2.00599 -0.95909 5.51370
H -0.10422 0.82684 5.38637
H -0.85826 1.71345 4.04262
H 0.86357 1.88254 4.32167
H -0.61322 -4.01615 6.62172
H -2.47871 -5.45325 7.39906
H -4.71841 -5.25993 6.36718
H -5.11549 -3.63001 4.53813
H -4.60431 -1.61449 1.26017
H -3.13817 -2.30885 0.57967
H -3.93869 -0.95970 -0.25986
H -4.52952 1.41685 0.10193
H -3.12286 2.39951 0.56205
H -4.73402 2.81265 1.15636
H -5.81908 0.20167 1.78523
H -5.77888 1.32788 3.13365
H -5.10197 -0.28964 3.32592
H -2.35336 2.45286 2.98580
H -3.13252 1.40638 4.20638
H -4.00060 2.77671 3.51764
H 2.06858 -2.32629 2.32898
H 1.56177 -3.02733 3.86585
H 3.25318 -2.57665 3.61690
H 2.86379 0.45091 2.48532
H 4.00699 -0.35877 3.56401
H 3.03774 0.99046 4.15042
H 1.21638 -1.57777 5.92638
H 1.95933 0.03291 5.96326
H 2.96847 -1.39528 5.79893
O 5.48355 1.81630 -0.04874
C 4.34332 1.12044 -0.10479
C 4.27357 -0.24273 0.20606
C 3.04145 -0.83935 0.18696
N 1.93882 -0.17659 -0.19278
C 2.00826 1.11129 -0.61897
Br -0.09949 2.47105 1.31973
C 3.20017 1.80033 -0.51993
H 6.21328 1.26868 0.26066
H 5.15302 -0.80471 0.49312
H 2.91274 -1.87468 0.47121
H 3.28925 2.83349 -0.82251
S -1.31466 1.12158 -1.65532
C 0.02153 -3.18351 0.59235
O -0.43368 -1.85854 0.77901
H -0.81118 -3.83089 0.31262
H 0.44421 -3.56582 1.52237
H 0.77500 -3.23350 -0.19751
C 5.43005 0.43063 -3.62261
O 4.07926 -0.06598 -3.53654
C 3.14020 0.86223 -3.42366
O 3.37544 2.04049 -3.27627
C 1.79338 0.26799 -3.21734
C 1.24180 -0.65085 -4.01774
As 1.27810 -0.38635 -5.98183
C 2.86860 0.65123 -6.45925
C 0.21235 1.25752 -5.50432
C 0.14803 1.99558 -4.40106
As 0.68986 1.66458 -2.31571
C 0.97223 3.54453 -1.95640
C -0.64188 3.27435 -4.47024
O -1.79303 3.31539 -4.11643
O -0.02672 4.39400 -4.85977
C 1.32427 4.36851 -5.35505
C -0.41070 1.75954 -6.78928
O 0.24823 2.39103 -7.57701
O -1.67371 1.44015 -7.05739
C -2.45103 0.66530 -6.12068
C -0.03029 -1.37975 -3.76839
O -0.76497 -1.69251 -4.66831
O -0.30865 -1.73003 -2.50178
C -1.63214 -2.31613 -2.42625
H 6.03205 -0.41520 -3.93530
H 5.75133 0.79166 -2.64672
H 5.49359 1.24117 -4.34389
H 3.73046 -0.01140 -6.51835
H 3.06957 1.51694 -5.83976
H 2.63085 1.01170 -7.46111
H 1.88405 3.86240 -2.45041
H 1.02564 3.66489 -0.87837
H 0.10770 4.07927 -2.33766
H 1.32370 4.07903 -6.40286
H 1.94939 3.68501 -4.78316
H 1.69211 5.38369 -5.23977
H -3.35825 0.40663 -6.65664
H -2.68533 1.26524 -5.24410
H -1.92862 -0.24556 -5.83692
H -1.84116 -2.43969 -1.37771
H -1.64510 -3.27371 -2.94084
H -2.35589 -1.64838 -2.88500
*
```

**Kohn-Sham gap**: 7.23 eV
**F_max**: 1.408 eV/Å
**DFT total energy**: -287619.7886 eV
**E_HOMO**: -10.718 eV
**Lowest unoccupied orbital energy**: -3.5 eV